ORCA calculation (ωB97M-V/def2-TZVPD) on an isolated molecule of C8H13NO in a non-equilibrium geometry.

Geometry as XYZ:
```
23
Properties=species:S:1:pos:R:3:forces:R:3
C -2.52575 -0.23503 0.39950 0.41 -0.38 0.03
C -1.23442 -0.41187 0.10975 -0.07 -0.13 2.50
C -0.35509 -1.47406 0.84473 -3.46 -1.66 0.47
C 0.55983 -2.31494 -0.01450 0.63 0.06 0.26
O -0.66014 -1.81906 1.98741 1.07 0.89 -1.38
C -0.34198 0.48999 -0.57404 2.41 0.18 -0.21
C -0.37913 0.42706 -2.07670 0.24 0.41 -0.27
C 0.74506 0.94919 0.13598 -2.50 1.17 -0.54
C 0.66196 1.41484 1.57614 -0.15 -0.95 0.21
N 1.85551 1.43712 -0.56717 1.24 0.43 -0.83
H -3.05134 -0.95126 1.02672 0.09 0.13 -0.07
H -3.06552 0.65091 0.07879 0.02 -0.20 -0.24
H 0.67980 -3.30156 0.43991 0.02 0.26 0.14
H 1.53768 -1.83131 -0.08152 0.00 -0.17 -0.20
H 0.16215 -2.46718 -1.02026 -0.02 0.33 0.08
H 0.04844 1.33501 -2.51370 -0.02 -0.24 0.01
H 0.19555 -0.42511 -2.45339 -0.02 0.05 -0.01
H -1.40718 0.31291 -2.43594 0.11 0.02 0.17
H 0.77475 2.50368 1.62649 0.13 -0.13 -0.21
H -0.29331 1.17707 2.04849 0.12 -0.14 -0.02
H 1.46811 0.95931 2.15815 -0.03 0.13 0.19
H 2.72548 1.12005 -0.13953 -0.21 0.04 -0.08
H 1.89955 2.45423 -0.55532 0.00 -0.09 0.02
```
Positions in Å, forces in eV/Å.

Values from the calculation:
Multiplicity: 1
Electronic energy in eV: -12042.46646
Energy above the lowest of the compared OMol25 structures with the same formula, charge and spin in kJ/mol: 201.53
Charge: 0
Frontier orbital gap in eV: 9.10
Structure (SMILES): C=C(C(C)=O)/C(C)=C(\C)N
LUMO energy in hartree: 0.01848

=====

ORCA calculation (ωB97M-V/def2-TZVPD) on an isolated molecule of C8H13NO2 in a non-equilibrium geometry.

Geometry as XYZ:
```
24
Properties=species:S:1:pos:R:3:forces:R:3
C -0.13230 -0.19877 2.60958 -2.21 -0.56 2.70
C -0.45881 -0.90481 1.53737 2.59 1.62 -4.74
C 0.92233 0.77889 2.61282 2.63 -0.03 -1.69
C 1.94120 0.66431 1.35551 0.27 -0.78 0.32
C 1.21479 0.83390 0.01633 -0.39 1.52 -1.20
C 0.51318 -0.42208 -0.44329 -1.81 1.33 3.08
C -1.50982 0.71336 -1.24563 -2.76 0.54 -1.20
C -0.48511 -1.05425 -2.63188 -0.04 -0.38 0.66
N -0.51177 -0.30585 -1.33686 -0.75 -1.12 -1.30
O -1.53458 -1.59985 1.35771 -1.39 -0.78 2.69
O 1.19499 1.68028 3.38762 -1.03 -0.80 0.09
H -0.86093 -0.36477 3.48512 1.26 0.75 -0.95
H 2.66555 1.52121 1.57517 -0.73 -1.49 -0.56
H 2.45321 -0.40801 1.21984 -0.74 2.36 0.96
H 0.36965 1.62435 0.05566 1.69 -0.85 0.07
H 1.96435 1.14460 -0.83061 -1.27 -0.36 1.39
H 1.11592 -1.25022 -0.63258 1.03 -1.34 -0.20
H -1.30948 1.62927 -1.76504 1.05 0.78 -0.44
H -2.51075 0.48173 -1.87166 1.99 -0.40 1.82
H -1.75386 1.06595 -0.22983 0.03 -0.81 -0.17
H -1.46261 -1.65641 -2.75571 1.28 1.31 -0.14
H -0.30912 -0.25541 -3.47901 -0.20 -2.07 1.28
H 0.30873 -1.88084 -2.49036 -0.91 1.63 -0.81
H -1.82476 -1.83659 0.49973 0.42 -0.06 -1.70
```
Positions in Å, forces in eV/Å.

Values from the calculation:
Multiplicity: 1
Electronic energy in eV: -14087.37296
Energy above the lowest of the compared OMol25 structures with the same formula, charge and spin in kJ/mol: 476.51
Charge: 0
Frontier orbital gap in eV: 8.28
LUMO energy in hartree: 0.01233

=====

ORCA calculation (ωB97M-V/def2-TZVPD) on a cluster of 2 separate species, C8H13NO2 in total in a non-equilibrium geometry.

Geometry as XYZ:
```
24
Properties=species:S:1:pos:R:3:forces:R:3
C -0.58523 2.67793 -0.03845 -0.11 -0.10 -0.26
C 0.49051 1.95619 -0.66630 -0.71 0.68 0.82
C -0.80563 2.13440 1.21551 0.63 -0.09 0.17
C 0.88960 1.00696 0.24594 0.32 -1.68 0.44
C 1.92555 -1.21777 1.16285 0.38 0.49 -3.51
C -2.44639 -0.86687 -1.21843 0.00 -2.64 1.68
C -0.54943 -2.03625 -0.41802 -3.07 2.05 2.02
C 1.69557 -0.15470 0.03978 0.02 -1.16 2.33
N 0.11433 1.15207 1.41052 2.00 -1.84 -0.36
O 2.45297 -0.38714 -1.08596 -0.59 1.89 0.15
O -1.72898 -1.34090 -0.03777 1.66 -0.65 -0.93
H -1.17339 3.45633 -0.50451 0.11 0.01 0.19
H 0.99183 2.09542 -1.60573 -0.37 0.26 -0.33
H -1.41655 2.30903 2.08056 -0.56 0.64 -0.34
H 1.51528 -2.15455 0.77919 0.23 0.04 0.52
H 2.96470 -1.34879 1.36793 1.01 -0.08 -0.17
H 1.52655 -0.95368 2.07494 -1.34 0.47 1.86
H -2.85367 -1.82250 -1.63676 0.37 1.08 -0.54
H -1.77564 -0.30181 -1.81954 0.23 0.46 -0.80
H -3.27290 -0.32950 -0.82528 -0.58 0.88 0.08
H -0.38432 -2.02990 -1.42675 0.73 -0.17 -2.43
H -0.36298 -2.86322 0.19804 0.41 -0.92 0.75
H 0.33510 0.51373 2.21255 -1.07 1.42 -1.14
H 2.45315 0.50555 -1.50433 0.33 -1.06 -0.21
```
Positions in Å, forces in eV/Å.

Values from the calculation:
Multiplicity: 1
Electronic energy in eV: -14087.11361
Energy above the lowest of the compared OMol25 structures with the same formula, charge and spin in kJ/mol: 501.53
Charge: 0
Frontier orbital gap (spin up / spin down) in eV: 8.22 / 6.79
LUMO energy (spin up / spin down) in hartree: 0.03058 / 0.03139

=====

ORCA calculation (ωB97M-V/def2-TZVPD) on an isolated molecule of C8H13NO5 in a non-equilibrium geometry.

Geometry as XYZ:
```
27
Properties=species:S:1:pos:R:3:forces:R:3
C 0.90390 -1.61161 0.56866 0.73 -0.22 0.10
C 0.01093 -0.39599 0.35858 -0.63 -0.79 0.65
C -1.35575 -0.74582 1.04145 -0.01 0.39 -0.26
C 0.58861 0.95036 0.91884 1.55 -0.05 0.15
C 2.15048 1.06991 0.88612 -0.97 -0.73 1.05
O 0.19026 1.15675 2.29931 -0.15 0.29 -1.47
C -0.00527 1.95548 -0.10229 -3.14 0.98 2.34
O -0.51417 3.02579 0.21621 1.50 0.06 0.21
N -0.40042 1.35081 -1.23464 -0.59 -0.73 -0.04
C -0.18624 -0.08089 -1.15691 0.04 1.54 -1.45
O 1.01828 -0.21113 -1.93222 -0.78 -1.43 0.19
C -1.32294 -0.89527 -1.86844 1.35 0.16 0.73
O -1.02636 -2.00912 -2.22311 -0.77 0.21 -0.25
O -2.53285 -0.31342 -2.03353 0.71 -1.20 -0.13
H 1.01523 -1.80654 1.64461 -0.01 0.16 -0.22
H 1.91032 -1.45347 0.15115 -0.40 -0.14 0.08
H 0.48776 -2.53545 0.13673 -0.02 0.43 -0.04
H -1.85930 -1.56293 0.51395 0.15 0.08 -0.09
H -2.04520 0.09785 1.09766 0.05 0.10 -0.21
H -1.24211 -1.08301 2.07322 0.40 0.12 -0.14
H 2.62266 0.27514 1.50332 -0.39 0.57 -0.31
H 2.39658 2.03906 1.30279 0.11 0.17 0.12
H 2.53348 1.01346 -0.10237 0.33 -0.12 -0.99
H 0.01908 2.10732 2.43238 0.04 -0.33 -0.31
H -1.24220 1.76204 -1.63907 0.52 -0.27 -0.08
H 0.93727 -1.06162 -2.39510 0.36 0.03 0.15
H -3.05203 -1.03770 -2.45730 0.03 0.71 0.22
```
Positions in Å, forces in eV/Å.

Values from the calculation:
Multiplicity: 1
Electronic energy in eV: -20234.96672
Energy above the lowest of the compared OMol25 structures with the same formula, charge and spin in kJ/mol: 0.00
Charge: 0
Frontier orbital gap in eV: 10.21
Structure (SMILES): CC1(C)[C@](C)(O)C(=O)N[C@]1(O)C(=O)O
LUMO energy in hartree: 0.01331

=====

ORCA calculation (ωB97M-V/def2-TZVPD) on a structure of composition C8H13NOSr in a non-equilibrium geometry.

Geometry as XYZ:
```
24
Properties=species:S:1:pos:R:3:forces:R:3
C -0.44192 1.00566 -2.18923 0.14 0.28 0.34
C 0.95822 1.13671 -1.96031 0.06 -0.32 -0.31
C 1.16297 2.20717 -1.06228 0.05 0.30 0.29
C -0.11236 2.72663 -0.70125 0.32 -0.22 -0.33
C -1.09717 1.97107 -1.37742 -0.02 0.17 -0.46
Sr -0.54883 -0.77512 0.18447 -4.82 5.37 0.68
N -3.47934 0.03456 -0.37178 1.07 -1.67 -0.22
C 0.79156 -2.53753 0.02932 3.23 -4.96 -0.91
C 1.60836 -2.08708 -0.95530 -0.23 -0.60 -0.26
H 2.13294 2.63032 -0.77519 -0.35 -0.29 0.03
H 1.73952 0.56157 -2.47169 -0.21 0.27 0.18
H -0.29081 3.61596 -0.08864 0.04 -0.46 -0.07
H -2.17801 2.13192 -1.33983 0.46 -0.36 0.15
H -0.91875 0.32331 -2.89435 0.04 0.14 0.36
H 1.23760 -1.93881 -1.99691 0.29 -0.50 0.87
H 1.06658 -2.67388 1.09287 0.14 0.47 -0.73
H -3.74346 -0.90026 -0.80043 -0.23 0.75 0.32
H 2.65970 -1.83024 -0.80809 -0.52 0.49 0.27
H -0.04943 -3.23303 -0.23994 0.16 1.40 0.06
C -0.09041 -0.45693 3.82467 -0.35 -0.41 -2.34
O -0.26582 -0.69622 2.45174 0.39 0.00 0.27
H 0.83626 -0.97397 4.11001 0.05 0.14 0.79
H -0.96758 -0.87190 4.34333 0.22 0.15 0.57
H -0.00982 0.63010 3.99623 0.05 -0.13 0.45
```
Positions in Å, forces in eV/Å.

Values from the calculation:
Multiplicity: 1
Electronic energy in eV: -12871.33173
Energy above the lowest of the compared OMol25 structures with the same formula, charge and spin in kJ/mol: 450.57
Charge: -2
Frontier orbital gap (spin up / spin down) in eV: 2.71 / 2.78
LUMO energy (spin up / spin down) in hartree: 0.18770 / 0.19035